(1)
Computed, not measured: a molecular structure, C4H10NOS at a distorted geometry, with wB97M-V/def2-TZVPD.

Orbital gap, eV: 5.5
ΔE to the lowest compared entry with this formula, charge and spin, kcal/mol: 139.54

Geometry as ORCA input:
```
! RIJCOSX wB97M-V def2-TZVPD def2/J DEFGRID3
* xyz -1 1
C -1.08 1.07 1.69
O -0.35 0.72 2.77
C -0.54 0.17 0.50
C 0.62 0.85 -0.17
C 1.36 -0.02 -1.19
S 0.28 -0.87 -2.35
N -0.45 -1.09 1.08
H -2.19 0.96 1.79
H -0.85 2.12 1.41
H -1.36 -0.03 -0.40
H 0.22 1.72 -0.71
H 1.34 1.10 0.62
H 2.04 -0.74 -0.71
H 2.07 0.70 -1.67
H -2.06 0.21 -0.78
H -0.23 -0.70 2.06
H 0.34 -1.59 0.68
*
```


(2)
Computed, not measured: 13 unconnected molecules or ions with the total composition C13H49N3O16 at a distorted geometry, with wB97M-V/def2-TZVPD.

Orbital gap, eV: 10.0

Geometry as ORCA input:
```
! RIJCOSX wB97M-V def2-TZVPD def2/J DEFGRID3
* xyz 0 1
C 4.13 4.67 -3.75
O 5.27 4.07 -4.29
H 4.27 5.73 -3.98
H 3.20 4.31 -4.18
H 3.99 4.42 -2.69
H 5.14 3.15 -4.07
C 0.19 6.22 2.55
O -0.87 5.40 2.01
H 0.13 7.24 2.19
H 0.33 6.19 3.63
H 1.17 5.82 2.29
H -0.80 5.27 1.06
C -4.05 0.77 -5.08
O -3.93 1.94 -5.76
H -4.95 0.77 -4.48
H -3.99 -0.06 -5.80
H -3.17 0.80 -4.44
H -4.68 2.49 -5.53
C -5.85 1.17 0.95
O -5.04 0.30 1.69
H -6.81 0.75 0.65
H -5.95 2.12 1.48
H -5.23 1.43 0.09
H -4.15 0.59 1.45
C 1.00 0.55 0.13
O -0.07 -0.32 0.49
H 1.80 -0.18 -0.03
H 0.76 1.16 -0.73
H 1.17 1.13 1.04
H 0.23 -1.14 0.89
C 3.02 -4.85 3.14
O 1.97 -3.89 3.03
H 3.32 -5.26 2.18
H 3.99 -4.56 3.55
H 2.62 -5.68 3.72
H 1.98 -3.40 3.85
C -3.14 6.69 -2.24
O -2.46 5.43 -2.30
H -3.61 6.80 -1.26
H -2.51 7.57 -2.32
H -3.94 6.71 -2.97
H -2.69 5.00 -3.13
C 6.38 -1.14 -4.57
O 6.04 -0.49 -3.35
H 5.58 -1.27 -5.30
H 7.15 -0.63 -5.16
H 6.84 -2.10 -4.32
H 6.75 -0.55 -2.71
C 6.80 1.31 2.09
O 6.44 1.12 3.44
H 7.54 0.58 1.77
H 5.82 1.30 1.62
H 7.25 2.30 2.04
H 5.92 1.86 3.76
C 0.08 0.25 5.97
O 0.51 -0.99 6.51
H -0.94 0.15 5.60
H 0.14 1.05 6.71
H 0.65 0.66 5.14
H 0.37 -0.88 7.45
C -3.83 -4.19 5.05
N -3.21 -5.43 5.46
O -3.05 -5.66 6.68
O -2.83 -6.18 4.55
H -3.85 -3.57 5.95
H -4.85 -4.50 4.80
H -3.39 -3.72 4.17
C -4.60 -4.12 -1.06
N -5.69 -4.28 -2.06
O -6.89 -4.40 -1.70
O -5.34 -4.24 -3.24
H -5.03 -3.90 -0.08
H -3.90 -3.36 -1.42
H -4.05 -5.04 -0.85
C 1.71 -4.12 -3.24
N 0.86 -3.57 -4.31
O 0.07 -4.30 -4.92
O 1.02 -2.37 -4.49
H 2.64 -3.54 -3.21
H 1.81 -5.17 -3.52
H 1.22 -4.14 -2.28
*
```


(3)
Computed, not measured: C4H4S2 in the gas phase at a distorted geometry, with wB97M-V/def2-TZVPD.

Orbital gap, eV: 8.1
ΔE to the lowest compared entry with this formula, charge and spin, kcal/mol: 99.50

Geometry as ORCA input:
```
! RIJCOSX wB97M-V def2-TZVPD def2/J DEFGRID3
* xyz 0 1
C -0.17 -1.98 0.58
C -2.18 0.23 0.19
C 0.25 0.58 -0.22
C -1.00 0.78 0.48
S 1.02 -1.20 -0.22
S -3.51 -0.30 -0.34
H 0.15 -2.97 0.87
H 0.99 1.25 0.41
H 0.17 0.93 -1.31
H -0.77 1.44 1.29
*
```


(4)
Computed, not measured: a molecular structure, C13H10BrCoN2O4S, with wB97M-V/def2-TZVPD.

Orbital gap, eV: 7.7
ΔE to the lowest compared entry with this formula, charge and spin, kcal/mol: 0.00

Geometry as ORCA input:
```
! RIJCOSX wB97M-V def2-TZVPD def2/J DEFGRID3
* xyz 0 1
Co -0.51 -0.80 -0.15
S -2.28 -1.99 0.59
C -2.39 -0.58 1.59
C -3.28 -0.27 2.61
C -3.14 0.94 3.26
C -2.12 1.82 2.89
C -1.27 1.45 1.87
N -1.41 0.28 1.25
H -4.06 -0.97 2.88
H -3.82 1.21 4.06
H -2.00 2.77 3.39
H -0.46 2.08 1.54
Br -0.46 2.29 -1.90
C 1.10 1.57 -1.13
C 2.29 2.27 -1.26
C 3.42 1.78 -0.63
C 3.32 0.62 0.13
C 2.10 -0.02 0.19
N 1.01 0.43 -0.46
C 1.87 -1.25 1.06
O 2.79 -1.67 1.72
O 0.65 -1.67 1.04
H 2.31 3.19 -1.83
H 4.36 2.30 -0.71
H 4.14 0.19 0.68
C -0.16 -2.71 -3.83
O 0.22 -2.57 -2.44
C -0.35 -1.61 -1.76
O -1.15 -0.78 -2.16
H -0.44 -3.75 -3.97
H 0.71 -2.47 -4.44
H -0.99 -2.06 -4.07
*
```


(5)
Computed, not measured: 2 unconnected molecules or ions with the total composition C3H2O3 at a distorted geometry, with wB97M-V/def2-TZVPD.

Orbital gap, eV: 10.6
ΔE to the lowest compared entry with this formula, charge and spin, kcal/mol: 69.41

Geometry as ORCA input:
```
! RIJCOSX wB97M-V def2-TZVPD def2/J DEFGRID3
* xyz 0 1
C 0.36 1.38 1.52
C -0.23 -1.15 -0.87
C 0.33 -0.12 -1.76
O 1.34 0.83 1.41
O -0.60 1.97 1.63
O -0.52 0.25 -0.87
H -0.93 -1.82 -1.10
H 0.26 -1.33 0.03
*
```


(6)
Computed, not measured: a molecular structure, C45H54N15ORbS, with wB97M-V/def2-TZVPD.

Orbital gap, eV: 5.8
ΔE to the lowest compared entry with this formula, charge and spin, kcal/mol: 26.83

Geometry as ORCA input:
```
! RIJCOSX wB97M-V def2-TZVPD def2/J DEFGRID3
* xyz 2 1
Rb -0.86 -1.16 1.18
C -1.22 -5.10 0.16
N -0.62 -4.27 1.19
C 0.32 -5.00 2.02
C 1.14 -4.06 2.84
N 1.05 -2.76 2.78
C 2.04 -2.28 3.63
C 2.41 -0.97 3.92
C 3.46 -0.78 4.81
C 4.11 -1.87 5.40
C 3.76 -3.18 5.12
C 2.71 -3.36 4.23
N 2.12 -4.48 3.69
C -2.40 -4.44 -0.48
N -2.99 -3.35 -0.08
C -4.10 -3.21 -0.89
C -5.14 -2.28 -0.86
C -6.15 -2.40 -1.79
C -6.15 -3.43 -2.74
C -5.15 -4.38 -2.78
C -4.14 -4.25 -1.84
N -3.03 -5.02 -1.55
H -1.58 -6.01 0.63
H -0.50 -5.41 -0.62
H -0.13 -3.49 0.76
H 1.01 -5.63 1.43
H -0.24 -5.68 2.68
H 1.91 -0.13 3.45
H 3.78 0.22 5.06
H 4.93 -1.68 6.09
H 4.27 -4.01 5.57
H 2.35 -5.44 3.91
H -5.15 -1.51 -0.10
H -6.98 -1.70 -1.78
H -6.97 -3.50 -3.45
H -5.17 -5.19 -3.50
H -2.75 -5.86 -2.02
C 8.89 5.70 -8.16
O 9.21 4.65 -7.25
C 8.23 4.14 -6.49
C 8.62 3.18 -5.56
C 7.69 2.59 -4.74
C 6.34 2.95 -4.81
C 5.96 3.91 -5.74
C 6.88 4.51 -6.58
C 5.33 2.37 -3.94
N 4.11 2.84 -3.76
C 3.52 2.00 -2.86
C 4.38 1.00 -2.48
N 5.53 1.24 -3.18
C 4.02 -0.01 -1.54
C 4.90 -1.02 -1.10
C 4.45 -1.95 -0.20
C 3.12 -1.86 0.24
N 2.28 -0.92 -0.15
C 2.71 0.02 -1.02
C 1.79 1.09 -1.40
N 0.57 1.12 -0.84
C -0.24 2.12 -1.15
C 0.08 3.13 -2.05
C 1.31 3.11 -2.65
C 2.20 2.08 -2.32
H 9.83 6.01 -8.60
H 8.43 6.55 -7.63
H 8.21 5.35 -8.94
H 9.67 2.92 -5.50
H 8.03 1.86 -4.01
H 4.91 4.19 -5.80
H 6.56 5.25 -7.29
H 6.37 0.69 -3.17
H 5.92 -1.04 -1.46
H 5.10 -2.73 0.16
H 2.73 -2.58 0.94
H -1.19 2.14 -0.63
H -0.62 3.93 -2.26
H 1.64 3.87 -3.35
C -0.61 -1.54 6.06
S -1.43 -0.32 5.00
C -0.50 1.15 5.49
H 0.45 -1.58 5.82
H -1.08 -2.50 5.87
H -0.76 -1.27 7.11
H -0.72 1.41 6.52
H -0.80 1.97 4.84
H 0.57 0.96 5.37
N -5.19 1.86 -3.24
C -4.45 1.19 -2.12
C -3.31 0.35 -2.69
N -2.52 -0.34 -1.70
H -5.96 2.45 -2.91
H -5.58 1.16 -3.87
H -4.56 2.45 -3.78
H -5.16 0.56 -1.57
H -4.08 1.96 -1.44
H -2.65 1.01 -3.27
H -3.73 -0.40 -3.37
H -3.04 -1.09 -1.26
H -2.17 0.28 -0.99
C -4.93 3.42 4.50
C -6.00 2.33 4.51
C -5.64 1.20 5.47
C -6.30 1.84 3.09
N -5.15 1.25 2.42
C -4.47 0.12 2.66
N -3.49 0.02 1.80
N -3.59 1.10 1.01
N -4.58 1.84 1.36
H -4.78 3.80 5.51
H -5.22 4.25 3.86
H -3.98 3.02 4.14
H -6.94 2.77 4.85
H -4.63 0.83 5.29
H -6.35 0.37 5.40
H -5.67 1.57 6.50
H -6.60 2.68 2.46
H -7.11 1.10 3.10
H -4.70 -0.59 3.44
*
```